No. 1
The following is a quantum chemistry calculation of a structure of composition C19H34FN3O6S4Si2 at a distorted geometry, from the OMol25 dataset.

Atoms and positions in Å:
O 1.4849 7.3777 2.1969
C 0.6641 6.5550 2.6646
N 0.0611 5.4355 2.9825
Si -1.3977 5.1732 1.9731
C -3.0195 4.9972 3.0084
C -2.6940 4.1101 4.3379
C -4.0038 3.1715 4.5710
F -4.1547 2.7530 5.9514
O -1.2954 3.7145 1.0077
Si -2.3699 4.0166 -0.3703
C -1.5643 3.0317 -1.8381
C -0.0218 3.4926 -1.9797
C 0.8987 2.1441 -2.1515
S 0.1934 1.2251 -3.6016
C 1.0181 -0.4067 -3.8419
S 1.3785 -0.8611 -5.4379
N 1.3718 -1.3745 -2.7797
C 2.8128 -1.6297 -2.5940
C 2.8502 -2.7251 -1.4489
N 1.4541 -3.0083 -1.0475
C 0.5704 -2.1876 -1.8790
H -1.5467 6.3481 1.0895
H -3.8627 4.4535 2.4214
H -3.4221 6.0448 3.2446
H -2.5337 4.8336 5.2151
H -1.7286 3.4935 4.1953
H -4.9101 3.8184 4.2998
H -3.9296 2.2868 3.8273
H -3.6396 3.3302 -0.0372
H -2.5468 5.4360 -0.6586
H -2.1596 3.2017 -2.8030
H -1.6727 1.9122 -1.5453
H 0.0599 4.0811 -2.9801
H 0.3608 4.1538 -1.1175
H 0.8530 1.5894 -1.1499
H 1.9733 2.5183 -2.2854
H 3.7005 -1.1698 -3.1642
H 3.8008 -3.2170 -1.0200
H -0.5680 -2.2038 -1.8294
C -0.0815 -0.8961 5.5216
C 0.0257 0.5386 5.0020
C -0.1490 0.4905 3.4831
S -1.1664 -0.9405 3.1413
O -0.3777 -1.9006 2.4052
O -2.4689 -0.5022 2.6892
C -1.2998 -1.4952 4.8316
H -0.1806 -0.9273 6.6089
H 0.8184 -1.4567 5.2473
H -0.7699 1.1470 5.4456
H 0.9793 0.9972 5.2746
H -0.6464 1.3859 3.1064
H 0.8075 0.3547 2.9748
H -1.3206 -2.5844 4.8654
H -2.2258 -1.0879 5.2446
C 1.9417 -7.0925 -5.1477
C 1.1369 -5.7916 -5.1226
C 1.8196 -4.8487 -4.1302
S 3.5489 -5.3053 -4.1156
O 3.8758 -5.8289 -2.8086
O 4.3238 -4.2579 -4.7440
C 3.4018 -6.6730 -5.2516
H 1.6486 -7.7348 -5.9813
H 1.7760 -7.6472 -4.2181
H 1.1409 -5.3415 -6.1212
H 0.0943 -5.9665 -4.8464
H 1.7234 -3.8050 -4.4347
H 1.4272 -4.9788 -3.1196
H 4.0973 -7.4649 -4.9733
H 3.6345 -6.3021 -6.2526

The HOMO-LUMO gap comes out at 7.317 eV. As for the total energy: -98819.621 eV. The LUMO energy is -1.05 eV. For the HOMO energy, the calculation gives -8.4 eV. The value obtained for the molecular weight is 603.9 g mol⁻¹. As for the spin multiplicity: 1.

Formally, the natural (NBO) partial charges of the atoms, in units of the elementary charge, are as follows:
1 O -0.4933
2 C 0.8693
3 N -0.9201
4 Si 1.7539
5 C -0.9121
6 C -0.4386
7 C 0.0398
8 F -0.3821
9 O -1.2006
10 Si 1.3770
11 C -0.8934
12 C -0.4130
13 C -0.5438
14 S 0.2925
15 C -0.0766
16 S 0.0634
17 N -0.4780
18 C -0.1121
19 C -0.0888
20 N -0.4415
21 C 0.1340
22 H -0.2199
23 H 0.2475
24 H 0.2466
25 H 0.2304
26 H 0.2037
27 H 0.1694
28 H 0.1915
29 H -0.1909
30 H -0.1844
31 H 0.2500
32 H 0.2532
33 H 0.2176
34 H 0.2293
35 H 0.2361
36 H 0.2323
37 H 0.2635
38 H 0.2527
39 H 0.2423
40 C -0.4067
41 C -0.4027
42 C -0.6846
43 S 2.1681
44 O -0.9293
45 O -0.9483
46 C -0.6776
47 H 0.2264
48 H 0.2171
49 H 0.2097
50 H 0.2262
51 H 0.2521
52 H 0.2510
53 H 0.2576
54 H 0.2411
55 C -0.4062
56 C -0.4004
57 C -0.6954
58 S 2.1718
59 O -0.9430
60 O -0.9448
61 C -0.6764
62 H 0.2221
63 H 0.2157
64 H 0.2065
65 H 0.2236
66 H 0.2649
67 H 0.2631
68 H 0.2537
69 H 0.2384

No. 2
The following is a quantum chemistry calculation of a structure of composition C19H35BNO6PSi2 at a distorted geometry, from the OMol25 dataset.

Atoms and positions in Å:
C -4.9250 1.9149 1.7953
C -3.7649 1.9746 1.5114
Si -1.9966 2.1117 0.9902
C -1.7156 3.9142 0.5596
C -0.7742 4.1650 -0.6167
C -1.4084 3.7653 -1.9495
O 0.4581 3.4691 -0.4921
C 1.5152 4.1679 0.1498
C 1.8387 3.6217 1.5133
C 1.1819 4.0767 2.6481
C 1.4578 3.5411 3.8992
C 2.4131 2.5408 4.0170
C 3.0982 2.1014 2.8946
C 2.8118 2.6402 1.6506
O -1.8190 1.0971 -0.3166
Si -0.5179 0.0724 -0.4882
O 0.7339 0.5642 0.5768
N 1.3984 -0.4796 1.2827
O 1.2916 -0.3725 2.4346
B 0.1722 0.2803 -2.3694
C -0.8356 0.3036 -3.5780
O 1.4977 0.4256 -2.6221
P -1.1889 -2.0223 -0.2698
C -0.3368 -3.0936 -1.5222
C -1.3335 -3.4290 -2.6638
C -0.9633 -2.7002 1.4279
C -1.9148 -2.0378 2.4357
H -5.9718 2.0695 1.8537
H -1.2085 1.7042 2.1611
H -2.6708 4.3732 0.3134
H -1.3427 4.4248 1.4449
H -0.6148 5.2421 -0.6789
H -2.1311 2.9633 -1.8461
H -0.6424 3.5068 -2.6695
H -1.9570 4.6249 -2.3277
H 2.4032 4.0183 -0.4641
H 1.3356 5.2410 0.1878
H 0.4437 4.8635 2.5917
H 0.9115 3.9093 4.7507
H 2.6075 2.1188 4.9898
H 3.8430 1.3263 2.9908
H 3.3151 2.3095 0.7528
H -1.8504 0.0775 -3.2596
H -0.5560 -0.4043 -4.3571
H -0.8676 1.2999 -4.0173
H 2.0289 0.2611 -1.8349
H -0.1208 -4.0267 -1.0120
H 0.5894 -2.6854 -1.9104
H -1.7757 -4.4003 -2.4728
H -2.1608 -2.7303 -2.6482
H -0.8452 -3.4003 -3.6313
H -1.2186 -3.7548 1.3612
H 0.0597 -2.6851 1.7851
H -1.3791 -1.4640 3.1821
H -2.6744 -1.4397 1.9414
H -2.4478 -2.8129 2.9774
C 1.5732 -7.0730 -1.1724
C 2.1376 -5.9107 -1.9692
O 2.8167 -4.9827 -1.1267
H 0.8895 -6.7092 -0.4042
H 1.0367 -7.7700 -1.8180
H 2.3730 -7.6182 -0.6659
H 1.3354 -5.3593 -2.4574
H 2.8236 -6.2700 -2.7433
H 3.5382 -5.4496 -0.6950

The HOMO-LUMO gap comes out at 7.899 eV. As for the total energy: -59766.042 eV. The LUMO energy is 0.14 eV. For the HOMO energy, the calculation gives -7.8 eV. The value obtained for the molecular weight is 471.4 g mol⁻¹. As for the spin multiplicity: 1.

Formally, the natural (NBO) partial charges of the atoms, in units of the elementary charge, are as follows:
1 C -0.1726
2 C -0.5072
3 Si 1.6443
4 C -0.9120
5 C 0.1175
6 C -0.6314
7 O -0.5517
8 C -0.0927
9 C 0.0350
10 C -0.2368
11 C -0.1955
12 C -0.2102
13 C -0.2122
14 C -0.2247
15 O -1.2376
16 Si 1.5060
17 O -0.7776
18 N 0.3959
19 O -0.2383
20 B 0.5279
21 C -1.0091
22 O -0.8556
23 P 0.2757
24 C -0.6880
25 C -0.6151
26 C -0.6845
27 C -0.6204
28 H 0.2273
29 H -0.1859
30 H 0.2468
31 H 0.2394
32 H 0.1682
33 H 0.2197
34 H 0.2249
35 H 0.2086
36 H 0.1845
37 H 0.1788
38 H 0.2029
39 H 0.2114
40 H 0.2134
41 H 0.2144
42 H 0.2087
43 H 0.2311
44 H 0.2407
45 H 0.2484
46 H 0.4948
47 H 0.2325
48 H 0.2299
49 H 0.2076
50 H 0.2181
51 H 0.2090
52 H 0.2246
53 H 0.2177
54 H 0.2165
55 H 0.2193
56 H 0.2149
57 C -0.6344
58 C -0.0617
59 O -0.7205
60 H 0.2103
61 H 0.2140
62 H 0.1991
63 H 0.1767
64 H 0.1577
65 H 0.4614

No. 3
The following is a quantum chemistry calculation of a structure of composition C19H35GaNO2 at a distorted geometry, from the OMol25 dataset.

Atoms and positions in Å:
C -0.4256 3.4759 0.2919
C -0.9726 2.3269 -0.0855
Ga -1.3618 0.3899 -0.7869
C -0.3212 -0.9792 0.4193
C -1.2283 -2.3313 0.6275
C -0.8553 -3.0783 2.0079
C 0.2656 -4.2315 1.8834
C 1.5544 -3.8362 0.9922
C 2.4158 -2.6044 1.6528
C 3.2448 -1.9447 0.4399
C 3.8816 -0.4965 0.7470
C 3.0912 0.3770 1.8378
O 3.4545 1.7920 1.8054
C 2.4871 2.4696 2.6836
C -0.8469 0.1677 -2.7828
C 0.2674 -0.9874 -3.0466
C -0.4889 -2.4070 -2.8896
O 0.7123 -0.7903 -4.4457
H 0.2445 4.3138 0.7106
H -2.9223 0.0492 -0.5395
H 0.6287 -1.2314 -0.1767
H -0.0766 -0.5132 1.4491
H -2.3270 -1.9485 0.5920
H -1.1265 -3.0760 -0.2382
H -1.8426 -3.5237 2.4301
H -0.4862 -2.2837 2.7580
H 0.6590 -4.4187 2.9644
H -0.2060 -5.2211 1.5449
H 1.1843 -3.4815 -0.0540
H 2.2247 -4.7585 0.7691
H 1.6383 -1.9219 2.1410
H 3.1268 -3.1191 2.4080
H 4.1444 -2.6586 0.2379
H 2.6436 -1.9523 -0.5560
H 3.8257 0.1023 -0.2514
H 5.0097 -0.5185 1.0129
H 3.3161 -0.0669 2.8922
H 1.9370 0.3402 1.6997
H 2.8917 3.4603 3.0920
H 2.3051 1.7377 3.5715
H 1.4681 2.5980 2.1663
H -1.8332 -0.0893 -3.3412
H -0.3922 1.1405 -3.2016
H 1.1608 -0.9370 -2.3303
H 0.1850 -3.1397 -2.3053
H -0.7440 -2.9011 -3.9020
H -1.4699 -2.2233 -2.3124
H 1.6909 -0.8860 -4.5021
N -3.2974 4.3713 -0.6045
C -4.1834 3.9479 -1.5560
C -5.0918 4.9582 -1.7720
C -4.7353 6.0327 -0.9218
C -3.6218 5.6419 -0.2152
H -2.5184 3.8269 -0.2432
H -4.0934 2.9658 -1.9965
H -5.9197 4.9262 -2.4661
H -5.2361 6.9867 -0.8357
H -3.0351 6.1582 0.5304

The HOMO-LUMO gap comes out at 8.103 eV. As for the total energy: -78226.394 eV. The LUMO energy is 2.97 eV. For the HOMO energy, the calculation gives -5.1 eV. The value obtained for the molecular weight is 379.2 g mol⁻¹. As for the spin multiplicity: 1. The charge is -1.

Formally, the natural (NBO) partial charges of the atoms, in units of the elementary charge, are as follows:
1 C -0.4662
2 C -0.4081
3 Ga 1.1295
4 C -0.9135
5 C -0.4365
6 C -0.4078
7 C -0.4074
8 C -0.4042
9 C -0.4313
10 C -0.4039
11 C -0.4308
12 C -0.0766
13 O -0.5641
14 C -0.2762
15 C -0.9184
16 C 0.0963
17 C -0.6541
18 O -0.7599
19 H 0.2450
20 H -0.3417
21 H 0.1889
22 H 0.1973
23 H 0.2216
24 H 0.1990
25 H 0.2006
26 H 0.1937
27 H 0.1884
28 H 0.2008
29 H 0.2056
30 H 0.1968
31 H 0.2308
32 H 0.2008
33 H 0.2002
34 H 0.2146
35 H 0.2166
36 H 0.2010
37 H 0.1561
38 H 0.1963
39 H 0.1885
40 H 0.1645
41 H 0.2080
42 H 0.2110
43 H 0.2212
44 H 0.1635
45 H 0.1942
46 H 0.2178
47 H 0.2250
48 H 0.4578
49 N -0.5122
50 C -0.0688
51 C -0.3208
52 C -0.3327
53 C -0.0823
54 H 0.4590
55 H 0.2187
56 H 0.2046
57 H 0.2039
58 H 0.1998